Here is a 2-piece molecular cluster, C43H45N4O overall from OMol25. Energies are from wB97M-V/def2-TZVPD.

Properties
Energy relative to the best compared isomer or geometry (same formula, charge and spin) ... 0.0 kJ/mol
HOMO-LUMO gap ... 3.080 eV
E_tot ... -1959.5233 a.u.
LUMO energy ... -4.76 eV
Net charge ... +1

Element x y z (Å)
O1 1.58079 -3.01323 1.50163
N1 -0.79325 -0.80494 0.43533
N2 1.32732 -0.61297 -0.05602
N3 0.77703 0.65315 -0.17335
N4 2.22711 -0.05772 6.44477
C1 -4.37999 -1.77919 0.11459
C2 7.05356 -1.21337 0.02952
C3 -2.26985 -2.04006 1.93031
C4 -2.42756 1.74686 1.27160
C5 -0.47605 0.53639 0.19274
C6 5.55122 -1.09048 -0.00172
C7 3.60422 1.58535 9.48387
C8 -2.17960 -4.85213 -0.89997
C9 4.91457 -0.09206 0.74669
C10 -0.11478 -4.04263 0.20852
C11 -1.18491 2.71384 -0.60381
C12 4.75411 -1.94372 -0.77178
C13 2.61771 -2.59269 -1.85267
C14 -5.88948 -3.21385 1.54597
C15 2.75266 -0.75453 -0.09608
C16 2.08329 0.29779 5.18403
C17 -3.14748 -1.17245 -0.16850
C18 -2.22503 3.60928 -0.82669
C19 3.47793 0.72677 8.38859
C20 1.42268 1.86512 7.74280
C21 -1.21953 -2.07755 3.00290
C22 -3.13158 -4.75717 -1.90785
C23 -1.06187 -3.96201 -0.86486
C24 2.95132 1.13014 1.63081
C25 -2.09125 -1.33283 0.73880
C26 3.37077 -1.74947 -0.88120
C27 -2.93732 -3.88360 -2.98511
C28 -4.56226 -2.56745 1.25373
C29 2.27637 -1.50395 6.74976
C30 0.66131 -2.88108 0.65323
C31 -3.47930 -2.71956 2.12427
C32 0.35909 -1.51455 0.18497
C33 -3.43472 2.68498 1.06939
C34 -0.90176 -3.07177 -1.95442
C35 -1.38271 1.66050 0.32106
C36 -1.80196 -3.07052 -3.01904
C37 2.58142 2.49091 9.78909
C38 0.12482 -5.29265 0.96298
C39 2.38473 0.86817 7.51645
C40 -3.37926 3.55286 -0.03277
C41 3.52772 0.09427 0.72242
C42 -3.00842 -0.39933 -1.44673
C43 1.48080 2.60772 8.93060
H1 5.21752 -2.77087 -1.32307
H2 -6.18078 -3.92622 0.76508
H3 -4.27698 2.72958 1.76360
H4 -5.86033 -3.75444 2.49614
H5 -0.57494 -1.18601 3.00041
H6 -0.02438 -2.42184 -1.98234
H7 -2.42796 1.07324 2.13385
H8 4.22879 -0.04609 8.18722
H9 -1.71118 -2.11319 3.98648
H10 2.08853 -0.48744 4.42211
H11 -6.69616 -2.47377 1.61128
H12 -2.29657 -5.58934 -0.10118
H13 -1.96614 -0.31009 -1.77027
H14 5.50334 0.56880 1.39172
H15 2.65530 3.11578 10.67726
H16 -0.33573 -6.14514 0.45828
H17 -3.55099 -0.91192 -2.25393
H18 -3.66250 -3.84535 -3.80253
H19 1.98378 -3.34166 -1.35944
H20 -0.58272 -2.97572 2.94452
H21 -4.02768 -5.37984 -1.85993
H22 2.72312 0.72722 2.63311
H23 0.66621 3.29040 9.17502
H24 1.20324 -5.47307 1.07198
H25 -2.13516 4.34411 -1.62546
H26 4.50398 1.53452 10.09811
H27 2.19493 -1.66018 7.82741
H28 1.43630 -2.00326 6.25076
H29 3.32986 -3.16124 -2.46759
H30 -0.24963 2.75089 -1.17163
H31 3.70361 1.91821 1.77051
H32 7.53473 -0.32218 -0.39209
H33 1.99012 -2.00094 -2.53185
H34 2.07485 1.35888 4.91530
H35 3.21586 -1.94404 6.39822
H36 -4.22416 4.21089 -0.24565
H37 -3.57825 -3.36094 3.00574
H38 0.60705 1.99818 7.02541
H39 2.05131 1.59242 1.21604
H40 -5.20184 -1.64355 -0.59471
H41 -0.27964 -5.21817 1.98289
H42 7.41984 -1.31723 1.05788
H43 -3.42418 0.61693 -1.35527
H44 7.38724 -2.07562 -0.55279
H45 -1.61028 -2.41997 -3.87524

Mulliken atomic charge list, values in e, 8 entries: atom 1 (O): -0.87, atom 2 (N): 2.18, atom 3 (N): 1.48, atom 4 (N): -1.46, atom 5 (N): 0.24, atom 6 (C): -0.75, atom 7 (C): -1.52, atom 8 (C): 0.66

Here is C43H46BaN4OS3 as an isolated structure from OMol25. Energies are from wB97M-V/def2-TZVPD.

Properties
Energy relative to the best compared isomer or geometry (same formula, charge and spin) ... 58.1 kJ/mol
HOMO-LUMO gap ... 5.675 eV
E_tot ... -3180.4783 a.u.
LUMO energy ... 3.85 eV
Net charge ... -2

Element x y z (Å)
Ba1 0.08794 0.42413 -0.00553
S1 1.64464 0.70863 6.73107
S2 5.59414 1.85623 -0.15833
S3 1.84664 0.26103 3.80657
O1 -0.28786 -0.10867 5.14107
N1 -2.71026 -1.78487 -0.34753
N2 3.42554 0.43303 -0.26863
N3 -2.07176 2.17243 -0.02843
N4 -2.16046 -2.82667 0.15327
C1 4.44684 -0.45467 -0.18323
C2 -6.19226 -2.18797 0.79017
C3 4.31154 -1.83667 -0.12783
C4 1.60284 2.58253 -0.76273
C5 -5.87846 -0.00627 -0.15673
C6 -2.39796 2.66853 1.28857
C7 -2.01686 1.83003 -2.34063
C8 6.86014 -0.66697 -0.08773
C9 0.87594 3.75703 -0.98993
C10 -0.98386 -3.22417 -0.42863
C11 -0.79426 -4.61817 -0.41723
C12 3.88674 -4.60267 0.23027
C13 -3.74926 3.26053 -1.55343
C14 -2.62126 2.45353 -1.20793
C15 6.70084 -2.03867 -0.05663
C16 3.48924 4.08243 -0.20443
C17 2.95014 2.80183 -0.39183
C18 -4.54066 -0.27027 -0.35263
C19 -6.71466 -0.95917 0.41067
C20 -0.02526 -2.35067 -0.99523
C21 5.43594 -2.64157 -0.04763
C22 -5.43636 4.22493 -3.13053
C23 -2.63136 1.46413 2.22377
C24 3.80174 1.65803 -0.25623
C25 -1.06356 -0.11597 6.31047
C26 -2.46626 1.95513 -3.63023
C27 -4.21936 3.37853 -2.84793
C28 0.28404 -5.18237 -1.05853
C29 -3.59096 2.73063 -3.90013
C30 1.01294 0.27983 5.24887
C31 -1.73206 1.26353 -4.74703
C32 0.97314 -2.97797 -1.73443
C33 1.39054 5.02623 -0.79323
C34 -4.00156 -1.51197 0.02067
C35 2.70234 5.19723 -0.37493
C36 5.90784 -4.78697 -1.22583
C37 -4.85726 -2.46707 0.59657
C38 -1.18726 3.45973 1.82537
C39 5.73164 0.12833 -0.13793
C40 5.33614 -4.15957 0.05547
C41 1.14294 -4.35857 -1.77013
C42 -3.63496 3.57583 1.45027
C43 6.13324 -4.64667 1.27387
H1 -0.69926 1.61103 -4.79013
H2 3.10234 6.18833 -0.18783
H3 5.35304 -4.43337 -2.09283
H4 -4.29926 3.80253 -0.80603
H5 4.52544 4.19513 0.09687
H6 -3.49926 4.51293 0.91487
H7 -4.44076 -3.42337 0.87337
H8 -1.54306 -5.24337 0.05187
H9 -1.71696 0.18573 -4.58553
H10 0.44104 -6.25527 -1.02773
H11 0.76654 5.90003 -0.94503
H12 3.82064 -5.68267 0.35067
H13 7.19024 -4.40657 1.18497
H14 -2.02766 -0.54027 6.03357
H15 3.45164 -4.13977 1.11207
H16 1.95824 -4.79497 -2.33553
H17 -4.52786 3.06123 1.10237
H18 -1.38736 3.84943 2.82337
H19 -0.96456 4.29023 1.15997
H20 -3.45106 0.84813 1.85467
H21 -1.73866 0.84653 2.29667
H22 -0.30396 2.82913 1.87897
H23 -1.19096 0.90113 6.69797
H24 -6.28356 0.94893 -0.46873
H25 6.95614 -4.52187 -1.35863
H26 5.83254 -5.87427 -1.19253
H27 -0.58626 -0.71607 7.09317
H28 -6.83476 -2.93207 1.24337
H29 -3.77236 3.81143 2.50587
H30 -5.62326 4.26233 -4.20383
H31 -1.15146 1.20483 -2.15663
H32 -6.32156 3.80863 -2.64543
H33 -3.96746 2.82633 -4.91133
H34 -3.88346 0.46053 -0.79823
H35 -2.87316 1.81003 3.22837
H36 -5.29846 5.24573 -2.77013
H37 -7.76256 -0.73977 0.56777
H38 3.30674 -2.22687 -0.13253
H39 7.84284 -0.21777 -0.05553
H40 3.29014 -4.32217 -0.63093
H41 1.67824 -2.36847 -2.29483
H42 -2.20886 1.46873 -5.70563
H43 7.59264 -2.65097 -0.04593
H44 -0.15036 3.67693 -1.32373
H45 6.04024 -5.72747 1.38027
H46 5.74974 -4.17697 2.17747

Mulliken atomic charge list, values in e, 8 entries: atom 1 (Ba): 1.16, atom 2 (S): -0.47, atom 3 (S): -0.48, atom 4 (S): -0.31, atom 5 (O): -0.14, atom 6 (N): 0.47, atom 7 (N): 0.17, atom 8 (N): 1.34

Here is a 6-piece molecular cluster, C43H46Br2N4OS overall from OMol25. Energies are from wB97M-V/def2-TZVPD.

Properties
Structure (SMILES) ... CC[C@@H](Br)[C@@](Br)(C#N)[C@H](C#N)CCCCSc1nnco1.c1ccccc1.c1ccccc1.c1ccccc1.c1ccccc1.c1ccccc1
HOMO-LUMO gap ... 8.255 eV
E_tot ... -7506.1426 a.u.
LUMO energy ... -0.67 eV

Element x y z (Å)
Br1 3.27715 3.22879 0.09183
Br2 0.80651 1.40614 3.70371
S1 8.69705 2.14312 3.22060
O1 8.08938 1.42071 0.53918
N1 6.90502 -0.15576 2.15144
N2 0.53769 5.90036 1.27740
N3 6.58867 -0.48275 0.81573
N4 1.39501 5.05139 5.09904
C1 1.07153 3.88789 -2.79732
C2 -3.16570 -6.81757 0.51515
C3 -1.43565 -2.88456 -2.87732
C4 -5.23604 -7.54202 1.52737
C5 -3.56198 -7.37856 -0.69855
C6 -5.63638 -8.09489 0.31123
C7 -4.72202 6.04073 5.48061
C8 8.50982 3.92079 2.60105
C9 0.97389 2.23784 1.88418
C10 1.47703 4.81500 -4.99076
C11 2.09793 3.41028 1.74683
C12 1.40021 2.61901 -3.27345
C13 7.25918 0.43088 -0.19195
C14 -7.07762 -8.25968 -4.36463
C15 -6.68115 -6.88037 -6.75694
C16 7.83021 1.03547 1.96228
C17 -4.05228 4.90461 5.93407
C18 2.35198 0.01827 1.27207
C19 -6.05770 -6.44306 -5.58793
C20 1.26948 4.84201 1.49191
C21 -7.50154 -8.00779 -6.72937
C22 -2.02279 5.67725 4.87571
C23 -4.04356 6.99197 4.71834
C24 -4.79933 -8.01489 -0.80135
C25 -6.26024 -7.13010 -4.39137
C26 2.14453 4.65674 4.09400
C27 4.40058 4.57776 2.73851
C28 5.75596 3.65379 2.58985
C29 1.76070 2.44643 -4.60951
C30 0.72304 -1.90477 -2.41305
C31 -0.41097 -2.00149 -3.21896
C32 1.10415 0.99451 0.81937
C33 -1.32249 -3.67437 -1.73351
C34 -7.69663 -8.70027 -5.53465
C35 7.05600 4.59957 2.95602
C36 -4.00115 -6.90090 1.62863
C37 0.83781 -2.69730 -1.27135
C38 1.80209 3.54552 -5.46788
C39 3.02953 3.67549 3.06701
C40 -2.70264 4.72316 5.63336
C41 -2.69492 6.80873 4.41443
C42 -0.18428 -3.58435 -0.93268
C43 1.10753 4.98608 -3.65691
H1 -0.08800 2.73814 1.66467
H2 1.72327 -2.62411 -0.64537
H3 5.77085 2.70121 3.28131
H4 -3.69049 -6.46656 2.57525
H5 -5.77998 -6.78539 -3.47900
H6 -7.23250 -8.79686 -3.43259
H7 9.32914 4.61286 3.12503
H8 6.97845 5.58198 2.28627
H9 6.97146 4.96084 4.08450
H10 1.37459 1.76372 -2.60284
H11 8.78537 3.92781 1.45524
H12 -0.09402 -4.20379 -0.04469
H13 1.10498 1.30143 -0.30900
H14 -5.11044 -8.44784 -1.74838
H15 4.23914 5.35466 1.87734
H16 -0.97025 5.53808 4.64440
H17 1.51847 -1.21171 -2.67543
H18 7.15698 0.41144 -1.37646
H19 5.87167 3.26274 1.47585
H20 0.84903 5.97434 -3.28691
H21 -5.77205 6.18447 5.71974
H22 -2.90789 -7.31934 -1.56421
H23 -0.49709 -1.38869 -4.11215
H24 -2.16701 7.54883 3.81823
H25 -2.18026 3.83891 5.98879
H26 -6.52734 -6.34222 -7.68852
H27 -2.12185 -4.36131 -1.46653
H28 1.87817 -0.81152 1.98720
H29 2.08774 3.41199 -6.50792
H30 0.78733 4.02146 -1.75682
H31 -2.20453 -6.31568 0.59355
H32 -7.98861 -8.34750 -7.64014
H33 2.87015 -0.55337 0.39259
H34 3.43173 2.70828 3.59823
H35 -4.58235 4.16019 6.52315
H36 -2.32165 -2.95653 -3.50257
H37 -4.56618 7.87561 4.36155
H38 -5.41540 -5.56688 -5.60979
H39 -6.60132 -8.58940 0.23052
H40 0.11839 0.33695 0.97020
H41 1.51092 5.67167 -5.65943
H42 -8.33141 -9.58176 -5.51468
H43 -5.88603 -7.60938 2.39534
H44 3.11147 0.61464 1.96710
H45 2.01024 1.45657 -4.98182
H46 4.56450 5.22611 3.72773

Mulliken atomic charge list, values in e, 8 entries: atom 1 (Br): -0.03, atom 2 (Br): -0.09, atom 3 (S): -0.10, atom 4 (O): -0.24, atom 5 (N): -0.28, atom 6 (N): -0.58, atom 7 (N): -0.21, atom 8 (N): -0.55